# 1
C40H61F2GeN4P3SbSe4Ti | ωB97M-V/def2-TZVPD

Cartesian coordinates (Å):
Ti  -1.8666  -0.7015  -0.0896
C  2.5361  -0.3973  -4.5082
C  2.6963  -0.0599  -3.0135
C  2.9726  -1.3467  -2.2326
P  1.0661  0.6706  -2.5208
C  1.3686  1.5529  -0.9556
N  1.6647  0.7288  0.2193
Ge  0.2490  0.2276  1.4287
N  0.2932  -2.4056  0.3891
C  -0.3682  -3.4523  -0.4221
P  -1.4869  -2.6417  -1.6116
C  -2.9942  -3.6043  -1.8544
C  -3.0360  -5.0566  -1.4331
C  -4.2148  -2.9141  -1.2451
C  -0.6970  -2.6249  -3.2633
C  -0.5982  -4.0271  -3.8419
C  -1.3820  -1.6781  -4.2342
C  1.1876  -2.9119  1.2925
C  1.3161  -4.3397  1.4816
C  2.3613  -4.9443  2.1300
C  3.3926  -4.1673  2.6678
C  3.2253  -2.7796  2.6601
C  2.1142  -2.1745  2.1134
N  1.9656  -0.7254  2.4647
C  3.0973  0.0363  1.9744
C  4.3603  0.0446  2.6016
C  5.4803  0.4986  1.9144
C  5.3335  0.9683  0.5998
C  4.0753  1.0470  0.0612
C  2.9289  0.6292  0.7155
C  1.8000  -0.4555  3.9000
C  2.4199  -1.1138  4.9401
C  2.3240  -0.5842  6.2246
C  1.5777  0.5558  6.4797
C  0.9432  1.1843  5.4365
C  1.0332  0.6976  4.1188
N  0.4518  1.3250  3.0360
C  -0.7724  2.1022  3.2674
P  -1.3699  2.5102  1.5946
C  -3.2269  2.5345  1.6361
C  -3.8896  3.3533  0.5116
C  -3.7981  2.8968  3.0322
C  -0.7550  4.2007  1.2872
C  0.7509  4.1699  1.4245
C  -1.4438  5.3022  2.0902
C  0.8702  2.0474  -3.7505
C  1.9615  3.1242  -3.7557
C  -0.5243  2.6675  -3.7142
H  3.2353  -1.2099  -4.8295
H  2.7113  0.4672  -5.1733
H  1.5140  -0.7567  -4.7244
H  3.5357  0.6033  -2.8459
H  2.3019  -2.1649  -2.5167
H  2.8923  -1.2296  -1.1407
H  4.0135  -1.6757  -2.4504
H  0.3975  1.9973  -0.7829
H  2.0955  2.3749  -1.0126
H  -1.0042  -4.1124  0.1818
H  0.3688  -4.0965  -0.9152
H  -3.1010  -3.5851  -2.9290
H  -2.1653  -5.6321  -1.8066
H  -3.9468  -5.5648  -1.8297
H  -3.0783  -5.1664  -0.3532
H  -4.1914  -2.9404  -0.1550
H  -5.1040  -3.4779  -1.5824
H  -4.3234  -1.8710  -1.5377
H  0.3259  -2.2366  -3.0689
H  -1.5937  -4.4188  -4.0999
H  -0.0671  -4.7590  -3.2175
H  -0.0853  -4.0115  -4.8041
H  -2.4065  -2.0209  -4.3761
H  -0.8724  -1.6212  -5.1925
H  -1.4277  -0.6866  -3.7650
H  0.6026  -4.9692  1.0008
H  2.3906  -6.0284  2.2372
H  4.2467  -4.5433  3.1765
H  3.9777  -2.2385  3.1397
H  4.4258  -0.2956  3.6281
H  6.4405  0.5005  2.4138
H  6.1905  1.2553  0.0044
H  3.9888  1.3412  -0.9782
H  2.9516  -2.0196  4.8144
H  2.8530  -1.0898  7.0286
H  1.5299  0.9510  7.4943
H  0.3629  2.0822  5.5763
H  -0.5514  3.0115  3.8331
H  -1.5448  1.5329  3.8049
H  -3.5242  1.5200  1.4211
H  -3.7442  4.4072  0.5854
H  -4.9726  3.2071  0.4948
H  -3.5308  3.0225  -0.4781
H  -3.3935  3.8046  3.4742
H  -3.5636  2.1231  3.7795
H  -4.8842  2.9618  2.9887
H  -0.9484  4.3521  0.2184
H  1.0289  4.2093  2.4688
H  1.2219  5.0134  0.8765
H  1.1890  3.2455  1.0078
H  -1.1908  5.1632  3.1528
H  -2.5053  5.2729  1.9495
H  -1.0816  6.2745  1.7798
H  0.9535  1.4657  -4.6735
H  1.8382  3.8087  -2.9059
H  1.8834  3.7499  -4.6520
H  2.9912  2.7567  -3.7103
H  -0.6139  3.2331  -2.8127
H  -1.3402  1.9263  -3.7115
H  -0.6474  3.3339  -4.5725
F  -2.6435  -2.5080  1.8993
C  -3.0721  -1.2098  1.5596
F  -2.6420  -0.4744  2.6678
H  -4.1336  -1.2153  1.6426
Se  -4.4518  0.6692  -5.2774
Sb  -5.2652  2.6074  -3.7000
Se  -2.8340  0.7527  -1.7508
Se  -6.6833  1.0098  -1.7959
Se  -6.7227  3.8533  -5.4205

Values from the calculation:
Net charge: -2
LUMO energy (alpha / beta) in eV: 3.825 / 3.540
Multiplicity: 4
⟨S²⟩: 3.78
E_HOMO (alpha / beta) in eV: -1.94 / -1.80
HOMO-LUMO gap (alpha / beta) in eV: 5.8 / 5.3

Löwdin population analysis, charges in e, atoms 1 to 2:
1. Ti 0.185
2. C -0.146

# 2
C5H8O2 | ωB97M-V/def2-TZVPD

Cartesian coordinates (Å):
C  0.4025  0.5704  -1.6704
C  0.0668  -0.0463  -0.3391
C  1.0674  -0.4107  0.7475
O  0.1946  -1.2946  1.4627
C  -0.9450  -1.2961  0.6012
C  -1.1965  0.2027  0.4269
O  -1.1588  0.9998  1.5668
H  1.1986  0.0270  -2.1899
H  -0.4767  0.6058  -2.3206
H  0.7370  1.6019  -1.5060
H  1.4197  0.4438  1.3398
H  1.9245  -0.9881  0.3834
H  -0.3086  -1.2780  -0.5930
H  -2.0583  0.4401  -0.1988
H  -0.8671  0.4224  2.2896

Values from the calculation:
Net charge: 0
LUMO energy in eV: 0.770
ΔE to the lowest compared entry with this formula, charge and spin in eV: 5.020
E_HOMO in eV: -8.38
HOMO-LUMO gap in eV: 9.2

natural (NBO) population analysis, charges in e, atoms 1 to 2:
1. C -0.616
2. C -0.130

# 3
C11H42N12O10 | ωB97M-V/def2-TZVPD

Cartesian coordinates (Å):
N  -20.0670  -13.8800  -7.6710
C  -19.1710  -13.7900  -6.7170
N  -19.3220  -14.6320  -5.7730
O  -18.2590  -12.7800  -6.6540
H  -20.1040  -13.0870  -8.3610
H  -20.9340  -14.3840  -7.5530
H  -18.5470  -14.5590  -5.1320
H  -20.2240  -15.1020  -5.5110
N  -15.5750  -14.2060  -2.5800
C  -16.1300  -14.6730  -3.6820
N  -15.3070  -14.8120  -4.6300
O  -17.5020  -14.8630  -3.8430
H  -16.1080  -13.7280  -1.8440
H  -14.5760  -14.2610  -2.3160
H  -15.6140  -15.3870  -5.4300
H  -14.3140  -14.4940  -4.5870
N  -19.2860  -17.9720  -10.4600
C  -18.9310  -18.3370  -9.2800
N  -19.9830  -18.5260  -8.5100
O  -17.6400  -18.6380  -8.9780
H  -18.6040  -17.7800  -11.2050
H  -20.1780  -18.1360  -10.9810
H  -19.8000  -18.6550  -7.4860
H  -20.8870  -18.0900  -8.6900
N  -13.3090  -12.0380  -6.4180
C  -14.5900  -11.8590  -6.7170
N  -15.5060  -12.6070  -6.2330
O  -15.0290  -10.8490  -7.5710
H  -12.6160  -11.4090  -6.9540
H  -12.8930  -12.8100  -6.0150
H  -16.4860  -12.4560  -6.4880
H  -15.4060  -13.4430  -5.6180
N  -21.2190  -15.4410  -11.9080
C  -21.1040  -14.8490  -10.7720
N  -20.1360  -15.4510  -10.1540
O  -21.9950  -13.9430  -10.2280
H  -20.3150  -15.6140  -12.3610
H  -21.8840  -14.8920  -12.5570
H  -19.8970  -15.0860  -9.1610
H  -19.7610  -16.3680  -10.4450
N  -13.7670  -18.7560  -7.4690
C  -14.0890  -18.9550  -6.2410
N  -15.1920  -19.6110  -6.1140
O  -13.3810  -18.3760  -5.0800
H  -12.9430  -18.0980  -7.6640
H  -14.1830  -19.1660  -8.3400
H  -15.6950  -19.6820  -5.2310
H  -15.7550  -19.9320  -6.8850
C  -15.6780  -13.2640  -10.1910
C  -17.2300  -13.3800  -10.3440
O  -17.7620  -14.5950  -10.8250
H  -15.1960  -14.2420  -9.8610
H  -15.4680  -12.6170  -9.3070
H  -15.1520  -12.9320  -11.1210
H  -17.5560  -12.7140  -11.1910
H  -17.7450  -13.0760  -9.3840
H  -18.6740  -14.7360  -10.5710
C  -14.5770  -17.7220  -10.5790
O  -15.0040  -18.0940  -11.8610
H  -13.7100  -18.1800  -10.1090
H  -15.4260  -17.8490  -9.9250
H  -14.4500  -16.6400  -10.7350
H  -14.4040  -18.7700  -12.2310
C  -18.4780  -18.1040  -5.8090
O  -19.5230  -19.0500  -5.6860
H  -17.6660  -18.6220  -6.3670
H  -18.0720  -17.8220  -4.9060
H  -18.7510  -17.2630  -6.4210
H  -19.1470  -19.7580  -5.1580
C  -16.6760  -15.7710  -8.1010
O  -15.8030  -16.2070  -7.0570
H  -16.2590  -16.0880  -9.0210
H  -16.9810  -14.7460  -8.2350
H  -17.5920  -16.3100  -7.9760
H  -15.4370  -17.0360  -7.2860

Values from the calculation:
Net charge: 0
LUMO energy in eV: -0.039
ΔE to the lowest compared entry with this formula, charge and spin in eV: 2.663
SMILES: NC(N)=O.NC(N)=O.NC(N)=O.NC(N)=O.NC(N)=O.NC(N)=O.CCO.CO.CO.CO
E_HOMO in eV: -8.08
HOMO-LUMO gap in eV: 8.0

Löwdin population analysis, charges in e, atoms 1 to 2:
1. N 0.136
2. C -0.639

# 4
C5H12O2S | ωB97M-V/def2-TZVPD

Cartesian coordinates (Å):
C  -0.0751  -2.3885  -0.8609
C  -1.4868  -2.3005  -0.3248
O  -1.3189  -1.4677  0.8213
C  -0.0173  -1.7298  1.3166
O  0.6944  -2.4669  0.3378
H  0.1394  -3.2831  -1.4767
H  0.1968  -1.4963  -1.4573
H  -1.8857  -3.2948  -0.0460
H  -2.2190  -1.8224  -1.0036
H  0.4711  -0.7627  1.5437
H  -0.0410  -2.3226  2.2512
C  0.9106  3.0824  0.6544
C  0.9401  2.3915  -0.7017
S  -0.6992  2.2389  -1.4764
H  0.4659  4.0878  0.5640
H  1.9345  3.1851  1.0515
H  0.3121  2.4962  1.3718
H  1.5290  2.9825  -1.4292
H  1.4018  1.3879  -0.6310
H  -1.2528  1.4829  -0.5046

Values from the calculation:
Net charge: 0
LUMO energy in eV: 0.823
ΔE to the lowest compared entry with this formula, charge and spin in eV: 1.529
SMILES: C1COCO1.CCS
E_HOMO in eV: -9.04
HOMO-LUMO gap in eV: 9.9

natural (NBO) population analysis, charges in e, atoms 1 to 2:
1. C -0.104
2. C -0.102

# 5
C3H6N2O2 | ωB97M-V/def2-TZVPD

Cartesian coordinates (Å):
H  -0.0026  1.9814  -1.2191
N  -0.3389  1.0368  -1.3951
C  -0.3624  0.3706  -0.3283
N  -0.8021  -0.9011  -0.0657
C  -1.4558  -1.7410  -0.9761
O  -1.8460  -2.8579  -0.7449
O  0.0500  0.7623  0.9687
C  1.4576  0.8416  1.1493
H  -0.5535  -0.8414  0.9607
H  -1.5765  -1.2624  -1.9701
H  1.6467  0.9624  2.2197
H  1.8136  1.7136  0.6045
H  1.9700  -0.0648  0.7965

Values from the calculation:
Net charge: 0
LUMO energy in eV: 0.674
ΔE to the lowest compared entry with this formula, charge and spin in eV: 2.425
SMILES: [H]/N=C(/NC=O)OC
E_HOMO in eV: -10.19
HOMO-LUMO gap in eV: 10.9

natural (NBO) population analysis, charges in e, atoms 1 to 2:
1. H 0.362
2. N -0.713

# 6
C3H5F | ωB97M-V/def2-TZVPD

Cartesian coordinates (Å):
C  1.0492  0.7121  -0.5634
C  0.0811  -0.1462  -0.6922
C  -0.7629  -0.4728  0.6721
F  -0.3116  0.2143  1.8377
H  1.6591  1.0147  -1.4208
H  1.1180  1.2199  0.2929
H  -0.2800  -0.6480  -1.4910
H  -0.7146  -1.6289  0.6816
H  -1.8383  -0.2651  0.6831

Values from the calculation:
Net charge: 0
LUMO energy in eV: 1.184
ΔE to the lowest compared entry with this formula, charge and spin in eV: 0.923
SMILES: C=CCF
E_HOMO in eV: -10.21
HOMO-LUMO gap in eV: 11.4

natural (NBO) population analysis, charges in e, atoms 1 to 2:
1. C -0.380
2. C -0.197